Here is 2 unconnected molecules or ions with the total composition C4H11NO2 in a non-equilibrium geometry from OMol25. Energies are from ωB97M-V/def2-TZVPD.

Values from the calculation:
lowest unoccupied orbital energy: 0.672 eV
gap between HOMO and LUMO: 8.46 eV
electronic energy: -364.1316 Ha
relative energy (zero: lowest compared OMol25 entry of this formula, charge and spin): 358.7 kJ/mol
F_max: 0.10187 Eh/bohr
SMILES: CC(O)O.C=CN

Last column: natural (NBO) charge in e.
Positions of all 18 atoms, in Å:
C  2.061  1.758  0.343  -0.67
C  0.848  1.055  -0.245  0.39
O  1.241  0.211  -1.276  -0.69
O  -0.344  1.017  0.911  -0.82
H  2.607  2.280  -0.443  0.23
H  1.782  2.508  1.077  0.24
H  2.723  1.042  0.830  0.20
H  0.172  1.770  -0.748  0.16
H  1.940  -0.374  -0.955  0.47
H  -1.290  0.904  0.723  0.48
C  -1.790  -2.089  0.949  -0.54
C  -1.029  -1.736  -0.101  0.02
N  -1.439  -0.750  -0.985  -0.85
H  -2.758  -1.647  1.114  0.18
H  -1.497  -2.882  1.615  0.20
H  -0.036  -2.153  -0.210  0.19
H  -0.861  -0.613  -1.802  0.41
H  -2.328  -0.303  -0.799  0.38

---

Here is 2 unconnected molecules or ions with the total composition C4H11NO2 in a non-equilibrium geometry from OMol25. Energies are from ωB97M-V/def2-TZVPD.

Values from the calculation:
lowest unoccupied orbital energy: 0.676 eV
gap between HOMO and LUMO: 10.45 eV
electronic energy: -364.2108 Ha
relative energy (zero: lowest compared OMol25 entry of this formula, charge and spin): 150.7 kJ/mol
F_max: 0.04134 Eh/bohr
SMILES: CCCNC=O.O

Last column: natural (NBO) charge in e.
Positions of all 18 atoms, in Å:
C  1.972  -1.485  0.193  -0.61
C  2.152  -0.210  -0.678  -0.40
C  0.823  0.470  -1.062  -0.23
N  -0.099  0.457  0.049  -0.67
C  -1.340  1.066  -0.121  0.55
O  -1.625  1.947  -0.887  -0.55
H  2.931  -1.970  0.363  0.22
H  1.211  -2.110  -0.270  0.21
H  1.674  -1.303  1.233  0.19
H  2.654  -0.544  -1.586  0.21
H  2.815  0.435  -0.105  0.20
H  0.392  0.105  -2.000  0.20
H  1.072  1.482  -1.414  0.20
H  0.138  0.301  1.011  0.40
H  -2.105  0.356  0.282  0.07
O  -4.536  0.561  1.675  -0.94
H  -4.325  -0.204  2.259  0.47
H  -3.803  0.645  1.057  0.47

---

Here is 2 unconnected molecules or ions with the total composition C4H11NO2 in a non-equilibrium geometry from OMol25. Energies are from ωB97M-V/def2-TZVPD.

Values from the calculation:
lowest unoccupied orbital energy: 0.729 eV
gap between HOMO and LUMO: 10.17 eV
electronic energy: -364.2079 Ha
relative energy (zero: lowest compared OMol25 entry of this formula, charge and spin): 158.1 kJ/mol
F_max: 0.04295 Eh/bohr
SMILES: CC(=O)O.CCN

Last column: natural (NBO) charge in e.
Positions of all 18 atoms, in Å:
C  1.485  0.297  -2.244  -0.74
C  0.253  -0.487  -2.581  0.80
O  -0.027  -1.026  -3.612  -0.55
O  -0.435  -0.863  -1.469  -0.75
H  1.376  1.351  -2.501  0.24
H  2.306  -0.009  -2.884  0.24
H  1.616  0.361  -1.167  0.25
H  -1.297  -0.600  -1.245  0.50
C  0.226  -0.458  2.455  -0.64
C  -1.025  -0.151  1.651  -0.22
N  -0.858  1.096  0.891  -0.85
H  1.075  0.042  2.004  0.21
H  0.569  -1.465  2.186  0.23
H  0.109  -0.114  3.470  0.21
H  -1.185  -0.941  0.909  0.18
H  -1.923  -0.229  2.281  0.16
H  -1.699  1.329  0.389  0.35
H  -0.565  1.867  1.468  0.36

---

Here is 2 unconnected molecules or ions with the total composition C4H11NO2 in a non-equilibrium geometry from OMol25. Energies are from ωB97M-V/def2-TZVPD.

Values from the calculation:
lowest unoccupied orbital energy: 0.904 eV
gap between HOMO and LUMO: 10.35 eV
electronic energy: -364.1998 Ha
relative energy (zero: lowest compared OMol25 entry of this formula, charge and spin): 179.5 kJ/mol
F_max: 0.05539 Eh/bohr
SMILES: C[C@@H](N)O.CC=O

Last column: natural (NBO) charge in e.
Positions of all 18 atoms, in Å:
C  -1.472  -0.720  1.368  -0.66
C  -1.437  -0.278  -0.239  0.27
N  -0.592  0.895  -0.350  -0.83
O  -0.956  -1.286  -1.070  -0.73
H  -1.972  0.114  1.854  0.19
H  -2.114  -1.595  1.397  0.21
H  -0.625  -0.941  2.008  0.25
H  -2.473  -0.075  -0.552  0.16
H  -0.456  1.178  -1.315  0.38
H  -0.937  1.662  0.214  0.37
H  -0.121  -1.597  -0.690  0.49
C  2.123  0.505  -0.961  -0.71
C  1.461  0.243  0.361  0.47
O  1.150  -0.879  0.746  -0.65
H  1.978  1.532  -1.286  0.21
H  1.759  -0.183  -1.720  0.23
H  3.195  0.339  -0.839  0.24
H  1.490  1.085  1.073  0.11